Entry from the Open Molecules 2025 dataset: a 3-piece molecular cluster, C21H41N2O11P overall in a non-equilibrium geometry (ωB97M-V/def2-TZVPD).

Last column: Mulliken charge in e.
Element x y z (Å)
C1 -2.367 3.461 0.590  -1.1904
C2 -2.261 2.083 0.015  0.8922
O1 -2.682 1.093 0.603  -0.5593
O2 -1.681 2.017 -1.212  -0.3475
C3 -2.451 1.250 -2.157  -0.8137
C4 -1.891 -0.155 -2.371  -0.5331
C5 -0.380 -0.212 -2.271  -0.5045
C6 0.117 -1.643 -2.541  -1.1361
C7 0.133 -2.499 -1.260  -0.3208
C8 1.551 -2.745 -0.710  -1.1840
C9 1.757 -2.279 0.722  0.0179
O3 3.115 -2.585 1.117  -0.4116
C10 3.982 -1.538 0.874  0.4964
O4 4.398 -1.296 -0.232  -0.5237
C11 4.382 -0.834 2.132  -0.4873
C12 5.293 0.370 1.935  -0.6784
C13 4.633 1.564 1.273  0.4837
N1 4.851 2.849 1.885  -0.5855
O5 3.944 1.478 0.271  -0.4770
P1 0.700 -3.300 1.836  0.2738
N2 -0.719 -2.688 2.140  -0.7847
H1 -3.303 3.899 0.276  0.2757
H2 -2.386 3.377 1.665  0.3492
H3 -1.533 4.085 0.303  0.3249
H4 -2.403 1.797 -3.088  0.4056
H5 -3.479 1.177 -1.830  0.4236
H6 -2.373 -0.834 -1.677  0.2496
H7 -2.189 -0.454 -3.372  0.3676
H8 0.019 0.435 -3.046  0.5004
H9 -0.046 0.116 -1.298  0.2253
H10 1.102 -1.611 -2.987  0.4396
H11 -0.585 -2.084 -3.237  0.4893
H12 -0.313 -3.455 -1.507  0.1755
H13 -0.514 -2.025 -0.530  0.5816
H14 2.277 -2.287 -1.368  0.4907
H15 1.750 -3.810 -0.729  0.2782
H16 1.521 -1.228 0.848  0.4793
H17 3.517 -0.559 2.725  0.3425
H18 4.913 -1.567 2.731  0.3775
H19 6.185 0.067 1.402  0.3377
H20 5.635 0.677 2.917  0.3652
H21 4.930 2.751 2.887  0.2676
H22 5.693 3.264 1.513  0.2650
H23 1.500 -3.434 2.991  0.0550
H24 0.695 -4.571 1.229  0.0563
H25 -1.430 -3.342 1.837  0.2608
C14 -1.573 -9.645 -1.863  -1.1094
C15 -1.939 -9.399 -0.416  -0.1824
O6 -1.830 -8.012 -0.061  -0.3520
C16 -2.819 -7.234 -0.493  0.7101
O7 -3.784 -7.589 -1.113  -0.5614
O8 -2.556 -5.986 -0.109  -0.2525
C17 -3.503 -5.015 -0.567  -0.6674
H26 -0.578 -9.253 -2.075  0.2922
H27 -1.582 -10.714 -2.077  0.3567
H28 -2.275 -9.155 -2.536  0.3190
H29 -1.242 -9.914 0.241  0.2938
H30 -2.942 -9.759 -0.187  0.3170
H31 -4.515 -5.295 -0.285  0.3916
H32 -3.432 -4.901 -1.647  0.3038
H33 -3.237 -4.077 -0.086  0.1323
C18 1.946 8.900 0.548  -1.1138
C19 1.013 7.794 0.107  -0.2064
O9 -0.131 7.679 0.967  -0.3390
C20 -1.068 8.608 0.800  0.7756
O10 -1.052 9.500 -0.004  -0.5535
O11 -2.043 8.370 1.678  -0.3291
C21 -3.099 9.332 1.655  -0.6527
H34 2.238 8.758 1.590  0.2929
H35 2.844 8.904 -0.070  0.3545
H36 1.468 9.875 0.466  0.3148
H37 1.515 6.831 0.174  0.3082
H38 0.687 7.929 -0.924  0.3266
H39 -3.507 9.440 0.653  0.3047
H40 -2.740 10.294 2.018  0.2951
H41 -3.868 8.958 2.324  0.2209

The total energy comes out at -2103.2534 a.u. The orbital gap is 9.03 eV. As for the structure (SMILES): CC(=O)OCCCCCC[C@H](OC(=O)CCC(N)=O)[PH2]=N.CCOC(=O)OC.CCOC(=O)OC.